Here is the molecule C3H6N2O from the OMol25 dataset. Energies are from ωB97M-V/def2-TZVPD.

For the HOMO-LUMO gap, the calculation gives 10.7 eV. The calculation puts the total energy at -302.6496 Ha. The highest occupied orbital energy is -9.81 eV. As for the SMILES: C/N=C\NC=O. Its energy above the lowest of the compared OMol25 structures with the same formula, charge and spin is 27.3 kcal per mole.

```
! wB97M-V def2-TZVPD RIJCOSX def2/J DEFGRID3
* xyz 0 1
C 0.1658 0.2756 1.9405
N 0.9539 -0.6018 1.1071
C 0.7412 -0.6093 -0.1394
N -0.3144 0.0163 -0.8184
C -0.6125 -0.0409 -2.1692
O -1.4882 0.6204 -2.6777
H 0.6317 0.3061 2.9281
H 0.1987 1.2889 1.5076
H -0.8801 -0.0401 2.0569
H 1.5369 -1.0613 -0.7197
H -0.9400 0.6041 -0.2776
H 0.0070 -0.7580 -2.7383
*
```

Atom charges from the natural (NBO) analysis, given in e for atoms 1 to 6:
1 C -0.466
2 N -0.438
3 C 0.265
4 N -0.656
5 C 0.543
6 O -0.563